{
  "formula": "C11H18InO6",
  "method": "ωB97M-V/def2-TZVPD",
  "symbols": ["C", "C", "In", "C", "C", "C", "H", "H", "H", "H", "H", "H", "C", "O", "C", "O", "O", "C", "H", "H", "H", "H", "H", "H", "C", "O", "C", "O", "O", "C", "H", "H", "H", "H", "H", "H"],
  "positions_angstrom": [[-2.314, -0.555, 0.577], [-2.723, -0.382, 1.707], [-3.613, -0.208, 3.747], [-2.111, -0.899, 5.230], [-5.361, -1.595, 3.801], [-6.284, -2.382, 3.786], [-2.076, -0.796, -0.426], [-4.220, 1.423, 4.054], [-1.185, -0.334, 5.117], [-1.866, -1.949, 5.084], [-2.509, -0.759, 6.231], [-6.988, -3.130, 3.528], [4.254, 0.762, 0.409], [3.336, 1.708, 0.952], [2.049, 1.397, 0.739], [1.664, 0.422, 0.148], [1.297, 2.340, 1.280], [-0.122, 2.118, 1.158], [5.249, 1.129, 0.648], [4.109, -0.218, 0.860], [4.143, 0.692, -0.673], [-0.421, 1.201, 1.658], [-0.413, 2.078, 0.111], [-0.605, 2.966, 1.637], [1.825, -1.615, -2.335], [2.329, -0.974, -3.519], [1.394, -0.430, -4.289], [0.208, -0.453, -4.101], [2.002, 0.154, -5.331], [1.105, 0.786, -6.241], [2.692, -2.012, -1.814], [1.320, -0.902, -1.692], [1.156, -2.433, -2.598], [0.544, 1.576, -5.744], [0.416, 0.060, -6.671], [1.719, 1.216, -7.028]],
  "atomic_forces_ev_per_a": [[-0.275, -0.135, 0.131], [-0.233, 0.056, 0.426], [0.007, -0.190, 0.119], [-0.231, 0.115, -0.508], [0.431, 0.339, 0.043], [0.284, -0.012, -0.419], [0.235, 0.071, -0.210], [0.104, -0.095, -0.102], [0.035, 0.113, 0.091], [-0.067, -0.123, 0.012], [0.043, 0.009, 0.169], [-0.334, -0.130, 0.242], [0.147, -0.034, -0.021], [0.070, 0.007, -0.002], [-0.145, 0.148, 0.104], [0.070, -0.029, -0.040], [0.086, 0.024, -0.013], [-0.248, 0.015, 0.085], [-0.047, 0.076, 0.044], [-0.054, -0.016, -0.058], [-0.053, -0.059, 0.011], [0.032, -0.052, -0.103], [0.043, -0.101, -0.007], [0.120, 0.036, 0.027], [-0.057, -0.173, 0.180], [0.038, 0.008, -0.027], [0.106, -0.025, 0.062], [-0.054, -0.004, -0.028], [0.030, 0.009, -0.019], [-0.018, 0.093, -0.147], [0.064, 0.061, -0.082], [-0.053, 0.018, -0.043], [-0.040, 0.066, -0.058], [-0.058, -0.058, 0.022], [-0.053, 0.014, 0.064], [0.077, -0.039, 0.054]],
  "lumo_energy_ev": 2.339,
  "orbital_gap_ev": 7.38,
  "homo_energy_ev": -5.0,
  "multiplicity": 1,
  "charge": -1
}